Computed, not measured: a structure of composition C12H24N2O4 at a distorted geometry, with ωB97M-V/def2-TZVPD.

Computed properties:
HOMO-LUMO gap (eV): 9.52
Relative energy (zero: lowest compared OMol25 entry of this formula, charge and spin) (kJ/mol): 1204.9
Electronic energy (eV): -23993.09433
Net charge: 0
E_HOMO (hartree): -0.3251

Structure (XYZ):
```
42
Properties=species:S:1:pos:R:3:forces:R:3:mulliken_charge:R:1
C -1.113 -0.629 4.228 1.60 -0.01 0.34 -1.125
H -0.817 -1.614 3.827 -0.70 -0.10 0.97 0.243
C 0.182 0.229 3.919 -1.80 1.60 11.83 -0.442
H 1.072 -0.128 4.525 -1.08 -0.35 -0.81 0.348
H 0.124 1.393 4.621 -0.48 -3.22 -1.34 0.255
C 0.488 0.744 2.740 2.82 1.42 -9.21 -0.436
H -0.500 1.216 2.340 2.16 -0.59 -0.29 0.243
H 1.410 1.438 2.712 -1.84 -0.39 0.45 0.305
C 1.180 -0.438 1.729 -7.66 3.72 -2.46 2.251
C 2.168 -1.204 2.325 1.11 -5.70 -2.94 -2.286
H 2.966 -0.839 2.731 5.04 3.77 1.66 0.726
H 2.686 -2.072 1.682 -1.62 1.68 0.87 0.208
H 1.869 -1.643 3.184 -1.90 -2.17 2.56 0.655
C -0.096 -1.393 1.151 -1.01 7.85 4.44 -1.202
H -0.234 -2.003 1.948 -0.95 -2.60 2.10 0.728
H -1.031 -0.704 0.981 1.60 -1.19 0.45 0.290
O 0.318 -1.913 0.079 2.48 -4.03 -4.33 -0.227
C -0.444 -1.951 -0.991 10.87 -7.80 -2.73 0.440
O -1.366 -1.456 -1.278 -13.33 8.37 -1.00 -0.379
N 0.047 -2.813 -2.002 2.49 -1.78 3.13 -0.551
H -0.080 -2.574 -2.942 -0.57 0.89 -1.02 0.234
H 0.998 -3.125 -1.836 -0.16 0.01 -0.19 0.205
C 1.659 0.205 0.486 2.71 6.22 2.52 -2.505
H 2.014 -0.475 -0.102 1.82 -3.87 -3.91 1.149
H 2.721 0.857 0.764 -3.14 -1.21 -0.78 0.301
O 0.747 1.071 -0.316 1.94 0.49 8.56 -0.406
C 0.615 0.958 -1.512 2.18 -8.54 -7.34 0.798
O 1.301 -0.192 -2.215 -3.04 6.27 2.84 -0.736
N -0.424 1.570 -1.992 1.17 -2.48 -6.02 -0.180
H -0.955 2.170 -1.482 -1.72 1.93 1.71 0.261
C -0.777 1.264 -3.494 -3.76 5.33 2.80 0.026
C -0.595 2.701 -4.209 -5.99 -1.99 -0.89 -1.151
H -1.076 2.499 -5.283 1.53 0.93 1.94 0.292
H 0.327 3.160 -4.181 2.23 0.42 -0.24 0.414
H -1.356 3.493 -3.715 1.55 -1.96 -0.90 0.254
C -2.300 0.647 -3.495 1.12 9.90 3.51 -1.113
H -2.139 -0.038 -2.835 -0.22 -4.87 3.51 0.281
H -3.190 1.563 -2.974 2.87 -2.80 -1.51 0.157
H -2.594 0.520 -4.406 -1.85 -1.52 -5.36 0.539
H -0.232 0.467 -3.802 2.45 -1.83 -0.87 0.444
H -1.506 -0.564 5.274 1.54 -0.67 -0.30 0.338
H -2.064 -0.398 3.817 -0.47 0.90 -1.73 0.352
```
Forces are in eV/Å.